No. 1
C51H74F9N4O22S | the ωB97M-V functional and the def2-TZVPD basis

Results
Orbital gap (hartree): 0.317
Net charge: +1
E_HOMO (eV): -11.297
E (hartree): -5158.911358

Geometry (Å):
C: -2.207 0.704 -0.718
C: -2.296 0.246 -2.167
C: -1.313 0.990 -3.078
C: -2.221 -1.287 -2.287
C: -0.850 -1.920 -2.331
N: 0.041 -1.597 -1.195
C: 1.100 -0.794 -1.190
N: 1.568 -0.121 -2.245
N: 1.670 -0.758 0.052
C: 0.968 -1.568 0.785
N: -0.035 -2.149 0.073
S: -1.056 -3.373 0.687
O: -0.199 -4.364 1.223
O: -2.027 -3.727 -0.277
C: -2.045 -2.590 2.074
F: -2.830 -3.606 2.417
F: -2.794 -1.635 1.552
C: -1.283 -2.089 3.350
F: -0.075 -2.657 3.425
F: -1.988 -2.482 4.420
C: -1.136 -0.534 3.440
F: -0.025 -0.299 4.164
F: -0.948 0.004 2.228
C: -2.302 0.189 4.178
F: -2.228 1.469 3.873
F: -2.171 0.060 5.472
F: -3.477 -0.271 3.793
H: -2.284 1.784 -0.635
H: -3.057 0.306 -0.175
H: -1.304 0.359 -0.212
H: -3.300 0.498 -2.500
H: -0.528 1.488 -2.506
H: -1.813 1.751 -3.667
H: -0.819 0.326 -3.783
H: -2.694 -1.522 -3.233
H: -2.843 -1.723 -1.516
H: -0.311 -1.650 -3.230
H: -0.940 -3.001 -2.355
H: 1.643 0.903 -2.216
H: 1.949 -0.603 -3.038
H: 1.225 -1.780 1.806
O: -3.287 -0.698 -5.266
C: -3.818 -1.515 -5.965
O: -5.098 -1.395 -6.373
C: -5.496 -2.573 -7.102
C: -4.193 -3.200 -7.591
C: -3.225 -2.806 -6.475
H: -6.040 -3.228 -6.419
H: -6.162 -2.274 -7.906
H: -4.271 -4.272 -7.759
H: -3.887 -2.734 -8.528
H: -3.220 -3.523 -5.659
H: -2.210 -2.648 -6.822
O: 1.585 2.593 -2.096
C: 1.870 3.542 -1.398
O: 0.994 4.054 -0.539
C: 1.550 5.245 0.091
C: 3.056 5.087 -0.057
C: 3.165 4.316 -1.372
H: 1.163 6.117 -0.434
H: 1.217 5.281 1.122
H: 3.587 6.030 -0.048
H: 3.448 4.477 0.758
H: 3.190 4.976 -2.240
H: 4.018 3.644 -1.406
O: -5.676 -0.394 -0.522
C: -6.191 -1.372 -0.059
O: -6.781 -2.318 -0.811
C: -7.401 -3.313 0.031
C: -6.674 -3.209 1.367
C: -6.322 -1.721 1.411
H: -8.462 -3.075 0.117
H: -7.293 -4.283 -0.446
H: -7.272 -3.553 2.208
H: -5.761 -3.806 1.337
H: -7.127 -1.122 1.844
H: -5.391 -1.522 1.933
O: 6.613 4.807 -1.038
C: 6.937 5.736 -0.356
O: 6.093 6.293 0.539
C: 6.689 7.454 1.145
C: 8.192 7.260 0.969
C: 8.256 6.485 -0.349
H: 6.318 8.340 0.626
H: 6.379 7.501 2.185
H: 8.745 8.197 0.966
H: 8.582 6.642 1.778
H: 8.278 7.146 -1.216
H: 9.088 5.789 -0.400
O: 5.869 0.234 5.580
C: 4.751 -0.115 5.811
O: 3.691 0.722 5.705
C: 2.488 0.062 6.142
C: 2.773 -1.427 6.002
C: 4.274 -1.480 6.278
H: 2.293 0.342 7.178
H: 1.664 0.401 5.525
H: 2.174 -2.038 6.672
H: 2.579 -1.752 4.976
H: 4.489 -1.571 7.342
H: 4.786 -2.266 5.730
O: -1.176 -4.548 -5.248
C: -0.010 -4.782 -5.101
O: 0.790 -3.963 -4.369
C: 2.158 -4.431 -4.437
C: 2.065 -5.902 -4.811
C: 0.802 -5.924 -5.669
H: 2.680 -3.844 -5.196
H: 2.631 -4.262 -3.471
H: 2.949 -6.275 -5.320
H: 1.911 -6.504 -3.914
H: 1.016 -5.711 -6.716
H: 0.254 -6.859 -5.586
O: 2.343 7.657 1.456
C: 1.828 8.181 2.403
O: 2.507 8.436 3.538
C: 1.624 8.971 4.544
C: 0.447 9.552 3.769
C: 0.384 8.622 2.557
H: 1.326 8.155 5.206
H: 2.168 9.712 5.124
H: -0.470 9.592 4.353
H: 0.683 10.565 3.443
H: -0.227 7.737 2.745
H: 0.040 9.115 1.653
O: 3.686 -7.392 -7.345
C: 3.733 -6.559 -8.201
O: 2.977 -5.432 -8.141
C: 3.150 -4.651 -9.342
C: 4.491 -5.095 -9.914
C: 4.552 -6.559 -9.475
H: 2.318 -4.869 -10.015
H: 3.123 -3.597 -9.079
H: 4.565 -4.946 -10.989
H: 5.298 -4.535 -9.440
H: 4.070 -7.226 -10.191
H: 5.561 -6.907 -9.276
O: 2.540 -1.757 9.169
C: 3.339 -2.120 9.986
O: 4.231 -1.275 10.538
C: 5.137 -1.991 11.401
C: 4.396 -3.269 11.779
C: 3.553 -3.521 10.528
H: 6.054 -2.190 10.844
H: 5.374 -1.360 12.253
H: 5.062 -4.086 12.044
H: 3.741 -3.079 12.630
H: 4.092 -4.100 9.777
H: 2.599 -3.996 10.738
O: -9.667 0.575 1.789
C: -9.552 1.378 0.907
O: -10.273 2.519 0.864
C: -10.004 3.232 -0.359
C: -8.640 2.729 -0.822
C: -8.653 1.290 -0.308
H: -10.797 3.001 -1.073
H: -10.021 4.298 -0.148
H: -8.487 2.821 -1.894
H: -7.850 3.290 -0.321
H: -9.104 0.602 -1.026
H: -7.667 0.936 -0.025



No. 2
C51H75Br2N9O3 | the ωB97M-V functional and the def2-TZVPD basis

Results
Orbital gap (hartree): 0.286
SMILES string: C/C(Br)=C(\Br)c1c(CCO)ccc2c1C(=O)C=CC2=O.CCCC#N.CCCC#N.CCCC#N.CCCC#N.CCCC#N.CCCC#N.CCCC#N.CCCC#N.CCCC#N
E_HOMO (eV): -8.736
E (hartree): -7854.804537

Geometry (Å):
C: 0.612 -6.499 1.008
C: 0.163 -5.306 0.235
Br: 0.948 -5.168 -1.503
C: -0.686 -4.367 0.636
Br: -1.454 -4.479 2.364
C: -1.019 -3.188 -0.220
C: -2.029 -3.300 -1.196
C: -2.797 -4.578 -1.436
C: -3.735 -4.925 -0.288
O: -3.503 -6.230 0.237
C: -2.306 -2.179 -1.976
C: -1.581 -1.005 -1.809
C: -0.571 -0.909 -0.873
C: -0.284 -2.006 -0.045
C: 0.794 -1.867 0.969
O: 0.994 -2.676 1.850
C: 1.653 -0.666 0.925
C: 1.383 0.353 0.114
C: 0.205 0.352 -0.764
O: -0.086 1.358 -1.374
H: 1.624 -6.321 1.366
H: -0.059 -6.741 1.819
H: 0.679 -7.347 0.330
H: -3.401 -4.505 -2.340
H: -2.076 -5.377 -1.605
H: -4.782 -4.837 -0.593
H: -3.574 -4.210 0.521
H: -3.822 -6.214 1.144
H: -3.081 -2.214 -2.722
H: -1.835 -0.168 -2.443
H: 2.501 -0.647 1.589
H: 2.043 1.206 0.100
C: 2.500 3.758 2.159
C: 3.299 3.683 3.455
C: 4.686 3.047 3.275
C: 4.576 1.669 2.793
N: 4.491 0.590 2.416
H: 2.297 2.763 1.762
H: 1.538 4.243 2.327
H: 3.036 4.329 1.399
H: 2.732 3.115 4.194
H: 3.430 4.690 3.855
H: 5.220 3.029 4.224
H: 5.281 3.621 2.564
C: -1.578 4.371 -2.068
C: -2.572 5.463 -1.699
C: -1.967 6.527 -0.775
C: -1.508 5.941 0.487
N: -1.151 5.473 1.471
H: -1.244 3.816 -1.190
H: -2.033 3.653 -2.750
H: -0.699 4.792 -2.561
H: -3.442 5.010 -1.216
H: -2.927 5.948 -2.608
H: -2.704 7.298 -0.547
H: -1.116 7.007 -1.260
C: -5.426 -7.038 -4.873
C: -5.043 -6.220 -6.103
C: -3.902 -5.231 -5.829
C: -4.283 -4.273 -4.793
N: -4.603 -3.535 -3.976
H: -5.799 -6.406 -4.066
H: -6.215 -7.747 -5.118
H: -4.571 -7.603 -4.496
H: -5.918 -5.676 -6.462
H: -4.733 -6.892 -6.904
H: -3.648 -4.677 -6.732
H: -3.008 -5.762 -5.497
C: 1.305 5.108 -5.889
C: 0.293 4.479 -6.839
C: -0.828 5.445 -7.243
C: -1.582 5.889 -6.069
N: -2.161 6.230 -5.140
H: 0.838 5.402 -4.947
H: 2.098 4.399 -5.652
H: 1.765 5.993 -6.334
H: -0.141 3.594 -6.370
H: 0.804 4.144 -7.743
H: -1.521 4.961 -7.933
H: -0.417 6.323 -7.743
C: 7.724 1.600 5.209
C: 8.794 2.104 6.166
C: 8.795 3.634 6.297
C: 9.052 4.278 5.006
N: 9.251 4.767 3.989
H: 7.886 1.967 4.194
H: 7.736 0.513 5.169
H: 6.730 1.918 5.535
H: 9.772 1.763 5.825
H: 8.632 1.670 7.147
H: 9.564 3.955 7.000
H: 7.831 3.985 6.669
C: 4.261 -3.565 6.118
C: 4.492 -3.661 4.614
C: 3.191 -3.809 3.818
C: 2.472 -5.028 4.198
N: 1.915 -5.985 4.497
H: 3.798 -4.472 6.509
H: 5.208 -3.430 6.642
H: 3.615 -2.719 6.363
H: 5.148 -4.509 4.404
H: 5.009 -2.764 4.270
H: 3.400 -3.856 2.750
H: 2.534 -2.956 3.988
C: -6.612 5.877 -7.139
C: -5.425 6.741 -6.726
C: -5.082 7.824 -7.754
C: -4.721 7.226 -9.041
N: -4.443 6.742 -10.042
H: -6.407 5.332 -8.061
H: -6.833 5.142 -6.366
H: -7.506 6.484 -7.293
H: -4.552 6.106 -6.568
H: -5.645 7.221 -5.772
H: -4.240 8.423 -7.406
H: -5.931 8.493 -7.905
C: -9.431 -3.005 -2.285
C: -8.749 -3.138 -0.928
C: -7.326 -3.699 -1.030
C: -7.357 -5.040 -1.628
N: -7.408 -6.082 -2.103
H: -9.547 -3.976 -2.768
H: -10.426 -2.575 -2.172
H: -8.857 -2.358 -2.951
H: -9.350 -3.782 -0.284
H: -8.703 -2.158 -0.450
H: -6.870 -3.764 -0.042
H: -6.700 -3.053 -1.648
C: 5.962 -0.641 9.238
C: 6.857 -1.817 9.611
C: 8.349 -1.460 9.587
C: 8.760 -1.031 8.249
N: 9.053 -0.695 7.194
H: 6.152 -0.303 8.218
H: 4.912 -0.928 9.296
H: 6.119 0.203 9.913
H: 6.671 -2.645 8.925
H: 6.599 -2.166 10.612
H: 8.952 -2.322 9.872
H: 8.561 -0.654 10.291



No. 3
C51H77Cl26N5 | the ωB97M-V functional and the def2-TZVPD basis

Results
Orbital gap (hartree): 0.366
E_HOMO (eV): -9.624
E (hartree): -14228.296769

Geometry (Å):
N: -2.774 -1.251 -6.531
C: -1.961 -1.297 -5.450
C: -2.358 -1.755 -4.206
C: -3.626 -2.283 -4.089
C: -4.494 -2.326 -5.212
C: -4.043 -1.714 -6.394
H: -0.943 -0.924 -5.656
H: -1.700 -1.696 -3.367
H: -3.917 -2.677 -3.138
H: -5.546 -2.602 -5.083
H: -4.612 -1.521 -7.275
N: -3.904 -3.861 0.850
C: -3.680 -2.595 1.146
C: -4.285 -1.478 0.504
C: -5.239 -1.765 -0.499
C: -5.489 -3.104 -0.862
C: -4.740 -4.080 -0.208
H: -3.012 -2.375 2.008
H: -3.957 -0.447 0.661
H: -5.872 -0.955 -0.813
H: -6.247 -3.314 -1.559
H: -4.948 -5.130 -0.355
N: 1.105 -0.608 6.484
C: 2.035 -1.477 6.257
C: 2.920 -1.344 5.136
C: 2.823 -0.199 4.372
C: 1.840 0.779 4.656
C: 1.016 0.508 5.735
H: 2.151 -2.334 6.928
H: 3.699 -2.060 4.883
H: 3.467 -0.089 3.541
H: 1.830 1.667 4.009
H: 0.168 1.186 6.022
N: 0.370 0.934 -1.055
C: 1.498 0.233 -0.925
C: 1.727 -0.626 0.127
C: 0.785 -0.696 1.134
C: -0.390 0.086 1.013
C: -0.587 0.848 -0.143
H: 2.252 0.274 -1.740
H: 2.620 -1.247 0.189
H: 0.962 -1.432 1.884
H: -1.060 0.231 1.867
H: -1.484 1.371 -0.350
N: -2.351 5.350 0.332
C: -3.256 4.842 1.138
C: -4.635 5.187 1.088
C: -4.970 6.108 0.088
C: -4.036 6.664 -0.767
C: -2.739 6.158 -0.643
H: -2.930 4.133 1.847
H: -5.369 4.774 1.801
H: -6.030 6.398 -0.059
H: -4.218 7.304 -1.608
H: -1.924 6.618 -1.288
Cl: 4.469 -3.311 1.866
C: 2.764 -3.447 2.479
C: 2.658 -4.664 3.359
Cl: 1.119 -4.695 4.284
H: 2.122 -3.412 1.589
H: 2.511 -2.631 3.127
H: 3.437 -4.753 4.092
H: 2.707 -5.566 2.715
Cl: -0.815 2.175 -5.736
C: 0.312 2.086 -4.340
C: 0.926 3.471 -3.976
Cl: -0.294 4.554 -3.194
H: 1.060 1.362 -4.603
H: -0.311 1.692 -3.536
H: 1.396 3.861 -4.837
H: 1.745 3.383 -3.270
Cl: 5.407 -2.653 -2.496
C: 5.945 -4.326 -2.096
C: 6.329 -4.959 -3.381
Cl: 6.625 -6.684 -3.139
H: 5.113 -4.903 -1.601
H: 6.719 -4.191 -1.390
H: 7.337 -4.575 -3.682
H: 5.610 -4.846 -4.221
Cl: -7.547 0.644 1.026
C: -8.174 1.487 -0.359
C: -7.736 2.917 -0.445
Cl: -8.538 3.965 0.771
H: -9.266 1.353 -0.276
H: -7.823 0.976 -1.244
H: -7.947 3.167 -1.459
H: -6.636 3.088 -0.365
Cl: 9.811 0.371 1.957
C: 8.153 0.109 1.198
C: 7.486 -1.064 1.884
Cl: 8.384 -2.661 1.550
H: 8.264 -0.182 0.189
H: 7.553 1.042 1.295
H: 6.523 -1.287 1.394
H: 7.389 -0.955 2.949
Cl: -2.297 2.282 4.121
C: -3.530 1.003 3.988
C: -4.898 1.471 3.556
Cl: -4.752 2.251 1.896
H: -3.652 0.549 4.957
H: -3.145 0.250 3.302
H: -5.379 2.324 4.101
H: -5.664 0.673 3.447
Cl: -3.764 -2.105 5.712
C: -2.055 -2.013 6.227
C: -1.154 -2.777 5.295
Cl: -0.993 -1.846 3.768
H: -1.999 -2.484 7.207
H: -1.788 -0.983 6.279
H: -1.519 -3.769 5.078
H: -0.146 -2.923 5.746
Cl: 2.566 2.770 0.522
C: 1.107 3.737 0.519
C: 0.332 3.687 1.808
Cl: 1.242 4.155 3.287
H: 0.542 3.434 -0.327
H: 1.443 4.794 0.343
H: -0.094 2.732 2.094
H: -0.489 4.404 1.718
Cl: 1.253 -1.738 -3.860
C: 2.045 -3.148 -4.584
C: 3.163 -2.649 -5.433
Cl: 4.067 -4.035 -6.285
H: 1.310 -3.720 -5.089
H: 2.393 -3.759 -3.791
H: 3.835 -1.994 -4.798
H: 2.759 -2.010 -6.217
Cl: -1.113 -5.273 -2.948
C: -0.915 -4.379 -1.417
C: 0.165 -5.018 -0.597
Cl: 1.781 -4.673 -1.214
H: -1.893 -4.405 -0.913
H: -0.716 -3.337 -1.727
H: 0.073 -6.095 -0.712
H: 0.193 -4.834 0.496
Cl: 4.380 1.643 -3.866
C: 4.637 2.702 -2.502
C: 5.598 2.108 -1.501
Cl: 5.019 0.561 -0.747
H: 3.647 2.898 -2.097
H: 5.011 3.730 -2.791
H: 5.703 2.827 -0.708
H: 6.533 1.894 -2.040
Cl: -6.402 0.936 -4.102
C: -4.667 1.235 -4.221
C: -4.169 2.438 -3.423
Cl: -3.962 1.937 -1.690
H: -4.480 1.445 -5.295
H: -4.127 0.346 -4.042
H: -4.853 3.252 -3.543
H: -3.153 2.829 -3.691
Cl: 5.181 1.843 2.643
C: 5.479 3.178 3.736
C: 5.000 4.455 3.109
Cl: 5.981 4.862 1.675
H: 6.574 3.294 3.882
H: 4.930 2.994 4.643
H: 5.126 5.319 3.761
H: 3.973 4.396 2.755